{
  "formula": "C56H150N6O30",
  "method": "wB97M-V/def2-TZVPD",
  "elements": ["C", "O", "C", "C", "N", "C", "C", "O", "C", "H", "H", "H", "H", "H", "H", "H", "H", "H", "H", "H", "H", "H", "H", "H", "C", "O", "C", "C", "N", "C", "C", "O", "C", "H", "H", "H", "H", "H", "H", "H", "H", "H", "H", "H", "H", "H", "H", "H", "C", "O", "C", "C", "N", "C", "C", "O", "C", "H", "H", "H", "H", "H", "H", "H", "H", "H", "H", "H", "H", "H", "H", "H", "C", "O", "C", "C", "N", "C", "C", "O", "C", "H", "H", "H", "H", "H", "H", "H", "H", "H", "H", "H", "H", "H", "H", "H", "C", "O", "C", "C", "N", "C", "C", "O", "C", "H", "H", "H", "H", "H", "H", "H", "H", "H", "H", "H", "H", "H", "H", "H", "C", "O", "C", "C", "N", "C", "C", "O", "C", "H", "H", "H", "H", "H", "H", "H", "H", "H", "H", "H", "H", "H", "H", "H", "C", "C", "O", "O", "H", "H", "H", "H", "H", "H", "C", "C", "O", "O", "H", "H", "H", "H", "H", "H", "C", "C", "O", "O", "H", "H", "H", "H", "H", "H", "C", "C", "O", "O", "H", "H", "H", "H", "H", "H", "C", "C", "O", "O", "H", "H", "H", "H", "H", "H", "C", "C", "O", "O", "H", "H", "H", "H", "H", "H", "C", "C", "O", "O", "H", "H", "H", "H", "H", "H", "C", "C", "O", "O", "H", "H", "H", "H", "H", "H", "C", "C", "O", "H", "H", "H", "H", "H", "H", "C", "C", "O", "H", "H", "H", "H", "H", "H"],
  "xyz": [[-3.042, 9.440, -3.834], [-1.970, 8.544, -3.864], [-2.037, 7.570, -2.847], [-1.060, 6.421, -3.213], [-1.466, 5.966, -4.530], [-0.929, 4.653, -4.957], [0.605, 4.588, -4.765], [1.344, 5.599, -5.445], [1.351, 5.550, -6.852], [-2.913, 10.156, -4.603], [-3.184, 9.972, -2.881], [-3.994, 8.943, -4.074], [-3.072, 7.108, -2.916], [-1.875, 7.975, -1.851], [-1.160, 5.640, -2.437], [-0.010, 6.796, -3.077], [-1.225, 6.670, -5.225], [-1.257, 4.501, -5.995], [-1.363, 3.854, -4.350], [1.033, 3.608, -4.981], [0.852, 4.758, -3.714], [1.860, 6.463, -7.195], [0.314, 5.570, -7.253], [1.837, 4.608, -7.218], [7.330, 0.708, -0.389], [6.892, 1.881, -1.122], [6.042, 2.674, -0.345], [5.790, 3.980, -1.033], [5.017, 3.743, -2.291], [5.048, 4.854, -3.294], [4.247, 4.337, -4.463], [4.847, 3.216, -4.964], [4.252, 2.650, -6.099], [6.524, 0.012, -0.006], [8.023, 0.958, 0.414], [7.834, 0.143, -1.190], [6.576, 2.907, 0.616], [5.107, 2.141, -0.116], [6.729, 4.496, -1.244], [5.218, 4.532, -0.286], [5.395, 2.949, -2.773], [6.048, 5.185, -3.628], [4.508, 5.703, -2.922], [4.159, 5.103, -5.283], [3.179, 4.177, -4.179], [4.901, 1.929, -6.551], [4.112, 3.417, -6.934], [3.290, 2.208, -5.822], [4.231, 2.756, 2.639], [3.700, 3.496, 1.567], [2.474, 4.165, 1.816], [2.394, 5.374, 0.973], [2.188, 5.059, -0.452], [2.005, 6.257, -1.314], [3.047, 7.427, -1.077], [2.759, 8.411, -2.045], [3.351, 8.161, -3.324], [4.336, 3.467, 3.508], [5.172, 2.322, 2.295], [3.561, 1.919, 2.891], [2.462, 4.446, 2.888], [1.656, 3.428, 1.658], [3.231, 6.069, 1.134], [1.486, 5.899, 1.382], [3.005, 4.552, -0.785], [1.030, 6.694, -1.197], [2.070, 5.884, -2.377], [4.004, 6.941, -1.049], [2.832, 7.972, -0.131], [4.417, 8.280, -3.254], [2.890, 8.921, -3.930], [3.041, 7.183, -3.670], [-3.691, -5.692, 5.760], [-4.610, -6.144, 4.848], [-4.413, -5.735, 3.499], [-5.584, -6.258, 2.676], [-6.848, -5.580, 3.066], [-7.917, -6.004, 2.130], [-9.302, -5.496, 2.503], [-9.733, -6.077, 3.728], [-11.119, -5.664, 3.970], [-2.727, -6.248, 5.769], [-4.104, -5.764, 6.765], [-3.369, -4.647, 5.620], [-3.436, -6.061, 3.152], [-4.393, -4.627, 3.422], [-5.591, -7.337, 2.637], [-5.341, -5.920, 1.630], [-7.089, -5.900, 4.026], [-8.107, -7.052, 2.156], [-7.590, -5.646, 1.115], [-9.906, -5.892, 1.672], [-9.268, -4.428, 2.648], [-11.791, -6.028, 3.219], [-11.126, -4.579, 4.040], [-11.419, -5.955, 4.964], [-5.763, 5.308, -3.317], [-5.788, 3.988, -3.143], [-4.666, 3.487, -2.452], [-4.799, 1.977, -2.359], [-3.848, 1.224, -1.545], [-4.313, -0.022, -0.969], [-3.161, -0.818, -0.334], [-3.652, -2.088, 0.205], [-4.261, -1.910, 1.490], [-5.716, 5.906, -2.347], [-6.680, 5.507, -3.833], [-4.879, 5.601, -3.895], [-4.534, 3.943, -1.488], [-3.773, 3.749, -3.025], [-4.827, 1.684, -3.402], [-5.797, 1.756, -1.949], [-2.937, 0.993, -1.923], [-4.757, -0.635, -1.738], [-5.131, 0.170, -0.300], [-2.738, -0.247, 0.486], [-2.397, -1.087, -1.113], [-3.600, -1.424, 2.202], [-4.292, -2.966, 1.761], [-5.304, -1.444, 1.510], [0.501, -5.365, 2.015], [0.306, -4.085, 1.481], [-0.205, -3.125, 2.416], [-0.560, -1.940, 1.626], [0.596, -1.154, 1.177], [0.202, -0.007, 0.365], [1.446, 0.765, -0.095], [1.055, 1.734, -1.121], [2.210, 2.188, -1.732], [0.862, -5.984, 1.186], [-0.439, -5.825, 2.363], [1.276, -5.291, 2.766], [0.625, -2.888, 3.143], [-1.052, -3.495, 3.006], [-1.122, -1.201, 2.244], [-1.227, -2.230, 0.812], [1.239, -1.664, 0.590], [-0.444, 0.646, 0.934], [-0.259, -0.251, -0.574], [2.190, -0.003, -0.510], [1.848, 1.290, 0.747], [2.705, 1.406, -2.308], [2.898, 2.570, -1.015], [1.930, 3.042, -2.341], [1.814, -3.725, -1.963], [1.181, -4.674, -2.997], [0.436, -5.707, -2.312], [0.863, -2.994, -1.271], [2.471, -2.988, -2.509], [2.429, -4.245, -1.238], [2.046, -5.048, -3.606], [0.476, -4.067, -3.640], [-0.514, -5.600, -2.326], [0.531, -3.547, -0.537], [3.753, -5.598, 5.408], [4.586, -6.644, 5.902], [3.753, -7.839, 5.871], [4.383, -4.395, 5.872], [2.773, -5.695, 5.890], [3.561, -5.575, 4.362], [5.007, -6.458, 6.905], [5.440, -6.763, 5.241], [4.294, -8.589, 6.032], [4.146, -3.651, 5.323], [-3.927, -1.301, 5.033], [-4.439, 0.042, 5.455], [-3.515, 0.691, 6.411], [-2.584, -1.277, 4.494], [-4.684, -1.671, 4.270], [-3.957, -1.996, 5.907], [-5.480, -0.150, 5.831], [-4.444, 0.672, 4.596], [-3.919, 0.349, 7.244], [-2.351, -0.390, 4.251], [0.300, 1.216, 4.409], [1.165, 0.061, 4.706], [1.804, -0.415, 3.476], [-0.902, 0.931, 3.675], [0.825, 2.054, 3.909], [-0.021, 1.589, 5.375], [0.594, -0.755, 5.144], [1.990, 0.293, 5.381], [1.188, -0.587, 2.706], [-1.144, 1.735, 3.174], [-2.373, -5.155, -0.126], [-2.888, -4.620, -1.444], [-2.419, -5.584, -2.409], [-2.763, -6.518, 0.039], [-2.831, -4.552, 0.656], [-1.277, -5.131, -0.135], [-2.381, -3.650, -1.588], [-3.962, -4.437, -1.354], [-2.517, -5.386, -3.357], [-2.547, -6.982, -0.802], [0.121, 0.620, -4.945], [-0.690, 0.181, -3.768], [-0.994, 1.233, -2.860], [1.374, 1.152, -4.546], [-0.439, 1.350, -5.523], [0.141, -0.255, -5.617], [-0.142, -0.614, -3.253], [-1.673, -0.299, -4.051], [-0.180, 1.339, -2.297], [2.080, 0.491, -4.436], [-2.135, 3.380, 1.196], [-1.554, 3.361, -0.255], [-0.796, 4.524, -0.497], [-1.054, 3.384, 2.202], [-2.806, 2.542, 1.365], [-2.711, 4.292, 1.357], [-2.401, 3.276, -0.927], [-0.967, 2.436, -0.451], [0.123, 4.322, -0.602], [-0.592, 4.224, 2.053], [1.860, -9.762, 2.791], [1.202, -8.491, 2.352], [0.115, -8.277, 3.258], [2.172, -9.773, 4.227], [2.761, -10.007, 2.197], [1.200, -10.584, 2.631], [0.811, -8.668, 1.334], [1.870, -7.615, 2.197], [0.507, -8.369, 4.135], [2.685, -9.018, 4.565], [5.073, -1.608, 2.533], [3.868, -2.539, 2.506], [3.465, -2.749, 3.847], [5.949, -2.078, 2.969], [4.809, -0.767, 3.156], [5.293, -1.218, 1.544], [4.252, -3.480, 2.115], [3.057, -2.185, 1.845], [2.979, -1.925, 4.105], [5.859, -0.779, -3.395], [4.832, 0.075, -4.140], [3.527, -0.394, -4.015], [5.950, -1.738, -3.890], [5.572, -0.980, -2.367], [6.831, -0.277, -3.372], [5.027, 0.177, -5.253], [4.782, 1.056, -3.749], [3.470, -1.229, -4.483]],
  "forces_ev_per_angstrom": [[-0.8, -0.4, 0.4], [0.5, 0.4, 0.3], [-0.9, -1.7, -0.8], [-0.2, 1.1, 0.9], [0.4, -0.8, -0.4], [0.6, 1.0, 0.3], [0.0, -0.1, -0.3], [-0.1, 0.3, 0.2], [-0.6, -0.5, -0.1], [0.4, 0.8, -0.7], [0.3, -0.2, 0.0], [0.0, -0.2, 0.2], [0.9, 0.4, 0.4], [0.1, 0.2, 0.1], [-0.2, 0.1, -0.5], [-0.7, -0.2, -0.7], [-0.1, -0.1, 0.3], [0.3, -0.1, 0.3], [0.0, 0.0, 0.0], [-0.2, -0.3, -0.3], [-0.3, 0.0, 0.0], [0.0, -0.5, 0.0], [0.5, 0.0, 0.1], [-0.2, 0.8, 0.1], [-0.4, -0.4, -1.7], [0.2, -1.5, 0.7], [0.7, 0.2, 1.0], [-0.7, -0.4, -1.0], [0.3, 1.7, 0.5], [-0.3, -1.4, 0.3], [-1.5, 1.9, -0.9], [1.3, -1.4, -0.4], [-0.8, 1.5, -0.9], [0.4, 1.2, -0.3], [0.0, 0.1, 0.1], [0.2, 0.0, 0.7], [-0.5, -0.2, -0.4], [0.1, 0.2, 0.0], [0.2, 0.0, 0.1], [-0.2, 0.5, -0.3], [0.3, -0.5, 0.0], [-0.1, -0.3, 0.3], [-0.1, 0.5, 0.4], [0.3, -0.2, 0.6], [0.6, -0.2, 0.1], [0.5, -0.6, 0.2], [-0.1, -0.6, 1.1], [-0.1, 0.0, -0.3], [-0.7, 0.4, 0.5], [0.4, 0.1, -0.9], [0.7, -1.5, 1.2], [-1.6, 1.1, -0.4], [-0.1, 0.7, 0.1], [1.3, -0.4, 0.0], [-2.8, -0.5, 0.3], [1.0, -0.1, -0.2], [-1.2, 0.4, 1.0], [0.2, -1.0, -0.5], [0.0, 0.3, 0.3], [0.1, 0.1, 0.2], [-0.1, 0.1, -0.3], [0.1, 0.6, -0.1], [0.0, -0.4, 0.2], [0.6, -0.1, -0.7], [-0.1, 0.0, 0.0], [-0.6, -0.1, 0.3], [0.1, 0.5, 1.0], [1.1, 0.4, -0.3], [0.3, -0.8, -0.3], [0.6, -0.1, -0.2], [0.2, 0.2, -0.6], [0.2, -0.3, -0.4], [1.7, 0.5, 0.9], [-0.8, -0.2, -0.7], [-0.4, 0.4, 0.5], [0.7, 1.9, -0.9], [0.0, -1.3, 0.2], [0.5, 1.3, 0.7], [0.8, -0.5, -0.1], [-1.4, 0.1, 0.0], [2.0, 0.4, 0.6], [-0.5, -0.1, -0.2], [-0.2, -0.1, 0.0], [-0.4, 0.1, -0.2], [0.1, -0.5, -0.3], [-0.2, -0.3, 0.3], [-0.3, -0.5, 0.3], [-0.3, -0.4, 0.7], [0.1, 0.3, -0.9], [0.6, -1.4, -0.4], [-0.7, -0.5, 0.8], [-0.5, 0.8, 0.1], [-0.4, 0.6, -0.5], [-0.3, -0.2, -0.5], [-0.2, 0.3, -0.5], [0.1, -0.7, 0.2], [0.5, 2.8, 0.5], [0.1, -3.5, 1.2], [0.7, -0.3, -0.3], [-0.5, -0.6, 0.1], [0.7, 0.4, 0.8], [0.0, -0.1, -0.7], [-1.0, -1.0, -0.4], [0.2, 2.1, -0.3], [-0.6, -1.1, -0.5], [-0.2, -0.6, -0.8], [-0.4, 0.8, -0.4], [-0.1, 0.3, -0.2], [-0.3, 0.4, 0.8], [0.3, 0.0, -0.1], [0.0, -0.6, -0.4], [0.2, 0.1, -0.1], [0.0, 0.9, -0.8], [-0.2, -0.7, -0.5], [-0.2, 0.1, 0.9], [0.4, 0.1, 0.0], [-0.6, 0.4, 0.7], [0.2, 0.3, 0.0], [-0.7, 0.2, 0.7], [1.3, -0.5, -0.3], [-0.1, -0.3, -0.6], [-0.6, 0.7, -0.2], [1.6, -0.7, 0.8], [-0.8, 2.0, 0.0], [-0.1, 0.5, -0.4], [1.0, 0.5, -0.3], [-0.7, -0.9, -0.8], [-0.1, -1.9, 1.6], [0.5, 0.8, -1.0], [0.0, 0.1, 0.2], [0.4, 0.2, 0.2], [0.1, -0.4, 0.6], [-0.7, -0.1, -0.4], [-0.1, -0.2, -0.3], [0.1, -0.7, -0.2], [0.0, -0.1, -0.2], [0.0, -0.7, 0.0], [-0.3, 0.2, 0.2], [-0.8, -0.6, -0.4], [-0.7, 1.2, 0.4], [0.8, 0.4, 0.4], [0.0, 0.0, -0.2], [0.7, 0.1, 0.8], [0.1, -0.1, -0.4], [0.6, 0.3, -1.3], [-0.5, 0.5, 0.5], [1.9, 0.1, -0.4], [-1.1, 0.5, 0.9], [-0.5, -0.6, 0.4], [0.4, -0.5, -0.1], [-1.1, -0.3, 0.3], [0.8, -0.6, 0.4], [-0.6, 0.4, -0.3], [0.1, 0.2, -0.2], [-1.6, 3.2, 1.5], [1.3, -2.9, 0.2], [-0.2, 1.1, -0.2], [0.2, -0.6, 0.3], [-0.1, 0.0, 0.0], [0.2, -0.2, -1.1], [-0.6, 0.1, -0.2], [0.3, -0.3, -0.1], [0.8, -1.0, 0.3], [-0.3, 0.3, -0.7], [0.2, -0.9, -0.5], [0.8, -0.1, 0.8], [-2.4, -1.4, 0.4], [-1.5, -1.3, 0.6], [0.9, 0.1, 0.6], [0.2, 0.3, -0.7], [0.9, 0.7, -0.1], [-0.3, 0.7, -0.7], [1.1, 0.7, -0.5], [0.5, 1.1, -0.1], [-1.0, 1.9, 0.5], [0.7, -1.4, -2.3], [0.1, 0.2, 1.0], [0.3, -0.4, -0.4], [0.1, -0.6, 0.1], [-0.1, 0.4, 0.4], [-0.3, -0.1, 0.1], [-0.2, 0.3, 0.0], [0.2, 0.0, 0.4], [0.4, -0.2, 0.3], [0.0, -0.9, -0.6], [1.0, 0.7, 0.2], [-0.2, -0.1, -0.5], [-0.1, -0.2, -0.4], [0.3, -0.1, 0.3], [-0.2, 0.4, 0.3], [-0.3, -0.2, -0.2], [-0.1, -0.5, -0.7], [-0.4, 0.4, 0.8], [-0.2, 0.5, 0.8], [-0.2, -0.5, -0.4], [-1.3, -0.6, 0.7], [0.8, -0.3, 0.3], [-0.5, 0.2, -0.5], [0.1, 0.6, 0.1], [0.7, 0.1, 0.0], [0.2, -0.1, 0.2], [0.9, 0.6, -0.1], [-0.8, 0.2, -0.4], [-0.3, -0.1, 0.0], [1.3, 0.5, -0.5], [-0.3, -1.0, 1.0], [-1.1, 0.4, 0.3], [-0.8, 0.0, -0.9], [0.2, -0.3, 0.1], [-0.1, 0.1, -0.2], [-0.1, 0.3, -0.2], [-0.3, 0.7, 0.4], [1.3, -0.3, 0.0], [-0.1, -0.3, 0.1], [2.1, 0.2, 1.0], [-0.6, -0.1, -0.4], [0.3, 0.7, -0.7], [-0.4, -0.2, -0.8], [-0.1, 0.3, 0.2], [-0.7, -0.5, 0.2], [-0.3, 0.0, 0.4], [-0.1, -0.4, 0.8], [-0.1, -0.1, 0.1], [0.0, 0.0, -0.7], [-0.6, 0.4, -0.3], [1.2, -0.1, -0.1], [-1.0, 0.6, 0.2], [0.1, -0.2, 0.0], [0.0, 0.5, 0.2], [0.2, 0.0, -0.2], [-0.5, -0.4, 0.0], [0.2, 0.0, 0.5], [0.2, -0.7, -0.4], [-0.1, 0.3, -0.4], [1.1, -0.1, -1.3], [-1.3, -1.0, 0.3], [0.2, -0.3, -0.1], [-0.3, 0.2, 0.1], [-0.1, -0.1, -0.2], [0.4, -0.2, 1.3], [0.3, 1.1, 0.4], [-0.1, -0.3, 0.0]],
  "orbital_gap_ev": 8.48,
  "energy_ha": -4808.9268,
  "lumo_energy_ev": 0.12,
  "multiplicity": 1
}